Entry from OMol25: a molecular structure, C24H23AsBrN4O4S4Tc in a non-equilibrium geometry (wB97M-V/def2-TZVPD).

Its LUMO energy (alpha / beta) is -6.43 / -6.43 eV. As for the spin multiplicity: 1. The energy above the lowest of the compared OMol25 structures with the same formula, charge and spin comes out at 0.0 kcal per mole. As for the HOMO energy (alpha / beta): -13.678 / -13.678 eV. As for the charge: +2. As for the total energy: -215820.15262 eV.

```
62
Properties=species:S:1:pos:R:3:forces:R:3:lowdin_charge:R:1
Tc 0.34037 0.23499 0.60937 -0.003 -0.170 -0.363 1.340
C -3.14706 2.34786 2.18773 0.484 1.572 0.692 0.006
C -1.94583 1.51326 1.99971 0.425 0.596 -0.971 -0.247
N -1.29592 1.45283 0.88592 0.261 -0.343 -0.383 -0.098
N -1.72655 2.12245 -0.24285 0.327 0.152 0.351 0.134
C -0.72488 2.17396 -1.07889 -0.474 0.236 -0.123 -0.388
O 0.41256 1.54696 -0.82757 -0.191 0.031 -0.127 -0.318
C -0.87676 2.97219 -2.31145 0.080 1.142 0.948 -0.166
C -0.16365 2.61600 -3.42675 1.004 -1.885 -0.407 -0.050
C -0.41590 3.22570 -4.62287 0.090 1.144 -1.067 -0.062
C -1.25956 4.33434 -4.69065 0.443 -0.075 0.650 -0.056
C -1.82857 4.84119 -3.53793 -1.177 0.212 1.650 -0.044
C -1.63587 4.16740 -2.31399 0.793 -1.666 -2.107 0.008
C -1.25363 0.78044 3.03290 0.158 -0.068 -1.248 -0.227
C -1.67350 0.79904 4.31662 -0.268 -0.201 1.023 0.024
C -1.00447 0.04210 5.25622 -0.804 0.436 0.498 -0.001
C 0.08689 -0.69424 4.87533 0.892 0.114 0.322 -0.022
C 0.52270 -0.59976 3.57528 -0.641 0.382 -1.011 -0.067
N -0.15733 0.11332 2.61434 1.109 -0.854 1.325 -0.059
H -3.48802 2.78680 1.25394 0.104 -0.089 0.036 0.084
H -2.93847 3.18492 2.91900 0.000 -0.706 -0.820 0.131
H -3.93542 1.81242 2.64786 -0.929 -0.770 0.359 0.080
H 0.57585 1.78908 -3.34993 -0.698 0.548 -0.182 0.130
H 0.07511 2.98514 -5.55954 0.172 -0.432 0.303 0.117
H -1.33523 4.85631 -5.61758 -0.371 0.185 -0.509 0.109
H -2.54270 5.69679 -3.50880 0.972 -0.564 -0.358 0.129
H -2.03268 4.42978 -1.38920 -0.972 0.862 1.185 0.088
H -2.51813 1.42883 4.50473 -0.328 0.020 0.596 0.124
H -1.32491 0.03370 6.28483 -0.081 0.043 0.149 0.132
H 0.67618 -1.20302 5.64216 -0.212 -0.136 -0.531 0.136
H 1.39022 -1.14142 3.26060 0.386 -0.067 -0.322 0.111
S 5.08353 2.22747 -0.54493 0.472 -0.286 -0.012 0.143
As 4.33659 0.59253 0.69674 0.065 0.092 1.085 0.816
S 2.33464 1.61835 1.38979 -0.263 -0.472 -0.111 0.141
S 3.34441 2.83485 -1.39565 -0.683 -0.021 -0.417 0.077
S 2.40393 3.37344 0.30428 0.042 0.832 0.245 0.117
Br 5.39933 -6.98958 1.21551 -0.121 0.544 -0.138 0.822
C 4.61475 -5.31575 0.76618 -1.226 -1.009 0.398 -0.621
C 5.41834 -4.30354 0.28480 -0.094 -0.291 -0.312 -0.100
C 4.86348 -3.10181 -0.07643 -2.157 -0.095 0.876 0.022
C 3.47817 -2.89849 0.18018 0.252 -0.516 -0.185 -0.121
C 2.67527 -3.99775 0.58624 0.068 0.386 0.154 -0.001
C 3.18687 -5.22945 0.88976 3.186 0.481 -0.543 -0.066
C 2.83620 -1.58986 0.04951 -1.085 -0.236 -0.002 -0.477
O 1.62407 -1.40938 0.38343 1.812 -0.065 -0.219 -0.132
O 3.54039 -0.57137 -0.45291 -0.314 -0.431 -0.236 -0.364
H 6.44188 -4.54307 0.11729 0.680 0.169 -0.072 0.107
H 5.39217 -2.32417 -0.54068 0.963 0.834 -0.396 0.105
H 1.63396 -3.82776 0.65348 -0.978 0.142 0.134 0.108
H 2.75041 -6.16145 1.17687 -1.040 0.083 0.145 0.097
C -2.37074 -1.75270 -2.81692 1.804 0.786 -0.027 -0.001
N -2.89922 -1.48664 -1.47460 0.091 0.063 -0.053 -0.144
C -4.33871 -1.76163 -1.29551 0.369 0.493 -0.833 0.005
C -2.20385 -1.12693 -0.40726 1.627 -0.808 -2.249 -0.211
O -0.92033 -1.10214 -0.34015 -1.415 0.291 -0.344 -0.161
H -2.89530 -1.12808 -3.57987 0.598 -0.097 0.807 0.115
H -2.58343 -2.76762 -3.10330 0.005 -0.581 0.122 0.090
H -1.22859 -1.60049 -2.79760 -1.923 -0.092 -0.242 0.124
H -4.96927 -1.33730 -2.11945 0.812 -0.516 0.607 0.126
H -4.54778 -1.22445 -0.40820 -0.998 0.200 0.989 0.071
H -4.47123 -2.83451 -1.16471 -0.256 0.089 -0.132 0.110
H -2.78476 -0.91007 0.43556 -0.844 0.382 1.400 0.125
```
Forces are in eV/Å.